Molecular formula: C19H15F5NOS4TcTe
Method: DFT, the ωB97M-V functional and the def2-TZVPD basis

Geometry as XYZ:
```
47
Properties=species:S:1:pos:R:3:forces:R:3:nbo_charge:R:1
Tc -0.25530 0.42596 -0.20417 -0.1 1.3 -0.9 0.15
S -0.55194 0.23624 -2.52949 0.1 0.0 0.5 0.42
C -1.93752 -0.81904 -2.52188 -0.1 -0.1 -0.1 -0.27
C -2.16539 -1.62244 -3.64559 0.1 0.1 0.1 -0.15
C -3.23105 -2.50109 -3.67367 0.0 0.0 0.0 -0.18
C -4.10831 -2.56945 -2.59812 0.0 0.0 0.0 -0.15
C -3.92200 -1.75235 -1.49026 0.0 0.0 0.0 -0.24
C -2.83840 -0.89474 -1.44314 -0.1 0.0 0.0 -0.06
S -2.64766 0.22546 -0.06070 0.4 -0.1 0.0 0.51
C -2.53381 -0.89182 1.39885 -0.1 0.0 -0.1 -0.57
C -1.43555 -0.47105 2.34359 0.0 0.0 0.0 0.26
C -1.51488 -0.77647 3.68817 0.0 0.0 0.0 -0.23
C -0.44032 -0.47533 4.51161 0.0 0.0 0.0 -0.09
C 0.68449 0.13143 3.97843 0.0 0.0 0.0 -0.23
C 0.70230 0.44044 2.63192 0.0 0.0 0.0 0.27
C 1.86995 1.13674 1.99962 0.1 -0.1 -0.1 -0.56
S 2.11449 0.62734 0.24334 -0.1 0.2 -0.1 0.52
C 2.50900 2.19241 -0.49405 0.0 0.0 0.0 -0.14
C 3.81009 2.47244 -0.87599 0.1 0.0 0.1 -0.21
C 4.09845 3.70225 -1.45171 0.0 0.0 0.0 -0.19
C 3.09234 4.64346 -1.61998 0.0 0.0 0.0 -0.17
C 1.79011 4.35911 -1.23371 -0.1 0.0 0.0 -0.19
C 1.48553 3.11744 -0.68724 0.1 0.1 0.0 -0.24
S -0.18350 2.73763 -0.26322 -0.3 -1.2 0.0 0.22
N -0.34583 0.14548 1.84284 0.0 -0.2 0.3 -0.45
H -1.47504 -1.56035 -4.47652 0.0 0.0 0.0 0.24
H -3.38431 -3.13094 -4.53884 0.0 0.0 0.0 0.24
H -4.95523 -3.24095 -2.62909 0.0 0.0 0.0 0.24
H -4.62859 -1.78059 -0.67034 0.0 0.0 0.0 0.23
H -2.31331 -1.88513 1.00642 0.0 0.0 0.0 0.29
H -3.49174 -0.90528 1.91400 0.0 0.0 0.0 0.25
H -2.39736 -1.26119 4.08089 0.0 0.0 0.0 0.24
H -0.47754 -0.72050 5.56433 0.0 0.0 0.0 0.24
H 1.54212 0.35830 4.59528 0.0 0.0 0.0 0.25
H 2.78460 0.92135 2.54762 0.0 0.0 0.0 0.26
H 1.69938 2.21413 1.98063 0.0 0.0 0.0 0.27
H 4.58926 1.73639 -0.72526 0.0 0.0 0.0 0.24
H 5.10864 3.92347 -1.76686 0.0 0.0 0.0 0.24
H 3.31801 5.60383 -2.06299 0.0 0.0 0.0 0.24
H 0.99809 5.08453 -1.36749 0.0 0.0 0.0 0.24
F 0.64761 -4.00934 0.96191 -0.1 0.2 -0.2 -0.61
Te 1.22092 -2.67352 -0.20256 1.3 -1.7 0.2 3.45
F 1.77665 -1.86113 1.43655 -0.1 0.4 -0.7 -0.64
F 2.96127 -3.30836 -0.12841 -0.3 -0.2 0.0 -0.58
F 1.92916 -1.64603 -1.62610 -0.1 0.1 0.6 -0.62
F 0.82915 -3.92792 -1.50884 -0.1 0.3 0.0 -0.60
O -0.32707 -1.75077 -0.22978 -0.4 1.0 0.1 -1.12
```
Positions in Å, forces in eV/Å.

The calculation puts the LUMO energy (spin up / spin down) at -0.179 / -0.213 hartree. The calculation puts the molar mass at 722.19 g mol⁻¹. The value obtained for the HOMO-LUMO gap (spin up / spin down) is 6.63 / 5.74 eV. The calculation puts the highest occupied orbital energy (spin up / spin down) at -11.507 / -11.552 eV. As for the net charge: +1. The spin multiplicity is 2. Its max |F| is 2.15 eV/A.

***

Molecular formula: C5H8O2
Method: DFT, the ωB97M-V functional and the def2-TZVPD basis

Geometry as XYZ:
```
15
Properties=species:S:1:pos:R:3:forces:R:3:nbo_charge:R:1
C -1.13048 1.22753 -0.79369 0.0 0.3 -0.2 -0.62
C -0.21505 0.33284 -0.03005 -0.4 -0.1 -0.6 0.17
C 1.02029 -0.30448 -0.68424 0.1 -0.1 0.0 -0.53
C 1.68725 -0.91703 0.56085 0.5 -0.6 -0.1 0.47
O 2.85327 -1.01129 0.82664 0.0 0.2 -0.5 -0.53
C -0.80040 -0.62069 0.89568 -0.4 0.7 0.3 -0.14
O 0.26240 0.72481 1.21711 -1.1 -1.4 0.8 -0.50
H -0.58152 2.07399 -1.20110 -0.1 0.1 -0.2 0.22
H -1.59324 0.65251 -1.60340 0.1 0.2 0.0 0.22
H -1.91590 1.59157 -0.12522 0.1 0.0 -0.1 0.23
H 0.79277 -1.07061 -1.43677 0.0 0.1 0.1 0.22
H 1.66362 0.46208 -1.13043 -0.1 -0.1 0.1 0.24
H 0.91265 -1.29644 1.25870 1.2 -0.5 -0.1 0.11
H -0.74074 -1.70836 0.67195 0.9 0.7 0.9 0.21
H -1.49038 -0.37393 1.67343 -0.9 0.4 -0.4 0.22
```
Positions in Å, forces in eV/Å.

The calculation puts the LUMO energy at 0.002 hartree. The calculation puts the energy above the lowest of the compared OMol25 structures with the same formula, charge and spin at 93.9 kcal per mole. The calculation puts the molar mass at 100.12 g mol⁻¹. The value obtained for the HOMO-LUMO gap is 9.22 eV. The calculation puts the highest occupied orbital energy at -9.162 eV. Its SMILES is C[C@]1(CC=O)CO1. As for the net charge: 0. Its max |F| is 1.93 eV/A.

***

Molecular formula: CH5INPS
Method: DFT, the ωB97M-V functional and the def2-TZVPD basis

Geometry as XYZ:
```
10
Properties=species:S:1:pos:R:3:forces:R:3:nbo_charge:R:1
C -0.40343 -1.05714 -0.38898 3.0 0.9 -2.1 -0.96
N 0.18676 1.66112 0.00108 -1.4 -1.5 0.4 -1.16
P -0.65524 0.66423 -1.09248 -0.3 -1.1 0.3 0.94
S -4.69496 -1.22642 0.00143 0.9 0.5 -0.1 -0.56
I -3.23247 0.66923 0.01858 0.2 0.1 -0.3 0.22
H 0.73079 -1.30339 -0.44512 -1.7 0.7 0.2 0.24
H -0.74327 -1.12526 0.57927 -0.6 -0.3 2.3 0.23
H -0.84975 -1.81284 -0.99799 -0.7 -0.3 -0.5 0.25
H -0.31405 1.89829 0.84990 0.5 -0.1 0.2 0.40
H 0.68769 2.41862 -0.38250 0.2 1.0 -0.6 0.40
```
Positions in Å, forces in eV/Å.

The calculation puts the LUMO energy at -0.058 hartree. The calculation puts the energy above the lowest of the compared OMol25 structures with the same formula, charge and spin at 75.7 kcal per mole. The calculation puts the molar mass at 221.00 g mol⁻¹. The value obtained for the HOMO-LUMO gap is 6.32 eV. The calculation puts the highest occupied orbital energy at -7.888 eV. As for the net charge: 0. Its max |F| is 3.75 eV/A.

***

Molecular formula: C42H100N10O16
Method: DFT, the ωB97M-V functional and the def2-TZVPD basis

Geometry as XYZ:
```
168
Properties=species:S:1:pos:R:3:forces:R:3:mulliken_spin:R:1
C -5.18047 -27.37993 5.82854 -1.7 0.2 -0.9 -0.12
O -3.92207 -26.90260 5.38860 1.4 -1.9 0.6 0.01
C -3.18949 -27.93271 4.65494 0.8 0.4 -1.4 -0.14
C -1.70056 -27.60313 4.32081 -1.9 3.6 0.4 0.02
O -1.71687 -26.18432 3.83866 0.4 -0.9 -0.3 -0.01
C -0.83317 -25.86613 2.73454 -1.0 -0.7 1.9 0.01
H -5.84532 -27.58066 4.98844 0.2 0.1 -0.7 -0.02
H -5.75687 -26.58893 6.30828 0.8 0.1 0.2 0.00
H -5.33522 -28.31268 6.37087 1.4 -0.1 0.6 0.06
H -3.70399 -28.02391 3.69835 -0.2 -0.1 -0.2 0.03
H -3.06630 -28.94772 5.03269 -1.0 0.1 1.0 -0.01
H -1.30329 -28.25135 3.53971 0.0 -0.2 0.3 0.04
H -1.15579 -27.56007 5.26392 0.5 -0.5 -0.2 0.00
H -0.96521 -26.67679 2.01795 0.4 0.3 -0.6 0.00
H 0.18030 -25.80250 3.13065 0.3 -0.1 -0.4 0.00
H -1.13900 -24.87863 2.38898 0.0 -0.2 -0.3 0.00
C -6.44288 -33.38536 -1.55025 0.4 0.4 -2.7 0.40
O -6.47171 -32.20522 -2.42837 1.4 0.8 2.4 -0.26
C -6.63772 -32.39839 -3.79337 -1.9 -0.5 -0.1 -0.06
C -5.53010 -33.17835 -4.43698 -0.2 -1.4 -1.6 0.02
O -5.61168 -33.16674 -5.92312 -0.3 1.4 1.3 0.00
C -4.67382 -33.87236 -6.75882 -0.7 0.8 1.8 0.00
H -5.80153 -34.07948 -2.09337 -0.2 -0.7 0.2 0.00
H -7.47222 -33.74320 -1.52775 0.1 -0.3 0.7 -0.03
H -5.89629 -33.22626 -0.62071 -0.7 0.6 0.1 -0.10
H -6.79281 -31.41926 -4.24653 0.2 0.0 0.0 0.01
H -7.57724 -32.95005 -3.82609 -0.4 -0.1 -1.0 0.00
H -5.71880 -34.23228 -4.23272 0.6 -0.1 0.6 0.01
H -4.66010 -32.78559 -3.91072 0.9 -0.2 -0.8 0.02
H -3.88428 -34.22512 -6.09528 0.4 -0.3 -0.5 0.00
H -4.32501 -33.13003 -7.47672 0.3 -0.3 -0.1 0.00
H -5.21414 -34.68967 -7.23650 0.3 -0.1 -0.1 0.00
C -11.43781 -25.41856 -5.57639 -0.4 -0.8 -0.6 0.00
O -10.63229 -25.43461 -4.44801 -0.1 0.2 1.1 0.00
C -10.74071 -26.46725 -3.46950 1.7 -0.2 0.5 0.00
C -10.16928 -27.80455 -3.91677 1.1 0.4 -0.2 0.00
O -8.73428 -27.63841 -4.03694 -0.5 0.3 -0.9 0.00
C -8.04574 -28.83150 -4.36248 -0.3 -0.6 1.7 0.00
H -11.38897 -26.35808 -6.12685 0.2 -0.3 -0.2 0.00
H -11.06731 -24.64901 -6.25362 0.0 0.1 0.2 0.00
H -12.50140 -25.27014 -5.38977 -0.2 0.3 0.3 0.00
H -11.60241 -26.58432 -2.81232 -1.1 0.2 -1.1 0.00
H -10.01513 -26.17180 -2.71165 0.3 0.3 0.0 0.00
H -10.54908 -28.12387 -4.88729 -0.2 -0.2 0.0 0.00
H -10.35052 -28.55964 -3.15187 -0.3 -0.2 0.0 0.00
H -7.01641 -28.66516 -4.68012 -0.3 0.4 -0.3 0.00
H -8.58145 -29.56158 -4.96920 -0.2 0.5 -0.8 0.00
H -7.96551 -29.37470 -3.42088 0.4 -0.3 0.3 0.00
C -8.32716 -29.55517 -0.39891 0.0 -0.5 0.6 0.04
C -8.78063 -29.17914 1.03929 -0.3 0.6 -1.6 -0.03
O -9.98289 -28.95551 1.24186 0.9 -0.2 0.4 -0.06
N -7.77728 -28.95119 1.90154 0.5 0.4 1.4 0.10
C -7.90263 -28.16891 3.13768 -1.1 0.8 -0.5 0.03
H -8.01447 -30.59055 -0.53420 -0.2 -0.4 0.4 -0.01
H -7.42536 -29.03821 -0.72698 -0.2 0.5 0.0 -0.02
H -9.17885 -29.40789 -1.06301 0.2 0.3 0.0 0.01
H -6.81506 -29.07330 1.61987 -0.1 -0.2 -0.6 -0.04
H -8.81865 -27.58567 3.04364 -0.4 -0.4 0.1 0.03
H -7.19731 -27.34428 3.24059 0.6 -0.5 -0.4 -0.01
H -7.92831 -28.70250 4.08779 0.0 -0.4 -0.2 0.02
C -4.43544 -30.73970 0.19527 0.1 -0.9 -0.3 0.38
C -4.12898 -29.42543 0.79374 0.2 -1.5 0.4 -1.04
O -5.04079 -28.61227 0.86676 0.2 1.0 0.6 0.49
N -2.86658 -29.21192 1.20032 0.6 0.6 0.6 -0.02
C -1.80635 -30.20896 1.41900 -0.2 -0.3 -0.9 0.19
H -4.59680 -30.48382 -0.85191 -0.2 -0.3 -0.3 0.05
H -5.33206 -31.18247 0.62899 -0.2 0.3 -0.1 0.11
H -3.65898 -31.50115 0.26876 0.1 0.2 -0.1 0.04
H -2.66029 -28.24730 1.41723 0.0 -0.1 0.2 0.02
H -2.16277 -31.13275 1.87473 -0.3 0.2 0.1 0.03
H -0.97783 -29.86060 2.03568 -0.4 0.5 0.0 0.00
H -1.37411 -30.49479 0.46005 0.1 0.0 -0.1 -0.02
C -3.51793 -32.92027 5.95236 -1.4 1.1 0.0 0.87
C -4.51538 -31.75092 5.93719 1.3 0.8 1.2 0.09
O -4.13165 -30.59117 6.20154 -1.1 -1.4 -0.5 -0.33
N -5.78943 -32.14369 5.70762 1.2 1.3 -0.3 0.19
C -6.86585 -31.19327 5.59345 -1.4 -0.8 0.8 -0.29
H -2.58448 -32.59691 6.41303 -0.1 -0.2 -0.4 -0.06
H -3.50017 -33.13553 4.88397 0.7 -0.7 0.0 -0.20
H -4.01688 -33.69812 6.53037 0.4 -0.4 -0.2 -0.14
H -5.91841 -33.07093 5.32858 -0.2 -0.1 0.0 -0.27
H -7.23077 -30.97767 4.58923 0.5 0.1 -0.2 0.40
H -6.70417 -30.28326 6.17122 0.5 -0.1 -0.2 0.18
H -7.69415 -31.70569 6.08280 -0.4 0.3 0.0 -0.09
C -10.13238 -25.47960 4.72409 0.7 -0.2 0.3 0.04
C -8.74115 -25.50057 5.43168 1.1 -1.4 -3.2 0.10
O -7.63429 -25.63220 4.83456 -2.6 0.8 0.9 -0.06
N -8.80562 -25.49116 6.73838 -1.3 0.2 1.7 -0.07
C -7.69345 -25.45091 7.61378 0.3 0.4 0.6 0.05
H -10.19841 -24.56747 4.13099 -0.2 -0.2 0.0 0.01
H -10.97907 -25.58611 5.40224 0.1 0.7 0.5 -0.02
H -10.32205 -26.35369 4.10111 0.8 0.1 -0.4 0.02
H -9.69469 -25.47397 7.21727 -0.1 0.0 -0.6 -0.02
H -6.83632 -25.11897 7.02789 0.1 0.0 0.5 0.00
H -7.52052 -26.39929 8.12247 0.3 -0.2 -0.3 0.01
H -7.98957 -24.75393 8.39776 0.6 0.3 0.1 -0.02
C -4.43837 -25.06619 2.53041 0.5 1.1 0.8 -0.01
C -4.80058 -23.58238 2.40394 -0.6 0.2 -1.0 0.00
O -4.93438 -23.01537 1.34047 0.3 -0.3 -2.3 0.00
N -5.02361 -22.76226 3.44335 1.5 -0.2 2.7 0.00
C -5.27720 -23.14074 4.82563 -0.7 0.0 -0.3 0.00
H -3.92581 -25.12981 3.49028 -0.2 -0.8 0.0 0.00
H -3.72419 -25.37220 1.76593 -0.1 0.5 -0.2 0.00
H -5.27601 -25.75700 2.43442 -0.2 0.3 0.4 0.01
H -5.18487 -21.78394 3.25101 0.0 -0.4 -0.6 0.00
H -4.81684 -22.59782 5.65109 0.4 0.8 -0.6 0.00
H -4.94744 -24.15749 5.03914 -0.8 -0.2 -0.4 0.00
H -6.34468 -22.92048 4.81897 -0.3 -1.0 1.4 0.00
C -15.65925 -29.22533 -2.44069 -1.0 0.8 0.4 0.00
C -14.18516 -29.07410 -2.14114 -1.3 -0.3 -1.1 0.00
O -13.67032 -27.98287 -2.26847 0.7 0.3 0.7 0.00
N -13.59382 -30.23821 -1.82481 1.5 0.6 0.4 0.00
C -12.23735 -30.28312 -1.22144 -0.6 -0.9 0.4 -0.01
H -15.99305 -28.33960 -2.98122 0.2 -0.4 -0.8 0.00
H -16.27678 -29.07341 -1.55544 0.4 -0.3 0.6 0.00
H -15.99833 -30.17939 -2.84430 0.2 0.1 -0.4 0.00
H -14.08649 -31.07286 -2.10894 0.3 0.0 0.5 0.00
H -12.34091 -30.86308 -0.30437 0.2 -0.2 -0.1 0.00
H -11.83946 -29.33135 -0.86943 -0.5 0.3 -0.5 0.00
H -11.48925 -30.77575 -1.84255 -0.1 0.1 -0.2 0.01
C -12.18214 -31.15830 7.42717 -2.0 0.3 -0.3 0.23
C -10.89317 -30.57236 7.11141 0.5 -0.5 -0.1 0.58
O -10.14474 -31.22727 6.44228 2.0 -0.5 -1.3 -0.47
N -10.62989 -29.36410 7.58847 -0.6 2.1 1.2 -0.33
C -9.44451 -28.55230 7.45484 1.0 -2.1 -0.5 0.06
H -12.11935 -31.76594 8.32990 -0.3 0.0 -0.2 0.00
H -12.46622 -31.69379 6.52127 0.1 -0.6 0.4 0.00
H -12.93487 -30.37044 7.45475 -0.3 0.0 0.8 -0.05
H -11.24654 -28.99153 8.29631 -0.3 -0.3 -0.4 -0.05
H -8.58969 -29.22102 7.35382 0.2 -0.3 0.6 0.09
H -9.36118 -28.03860 8.41259 0.3 0.8 -0.7 0.06
H -9.33181 -28.09421 6.47221 -0.7 1.1 0.4 0.11
C -8.43084 -35.32733 1.28582 -1.0 -1.7 0.7 0.57
C -9.49764 -34.34359 0.89764 -0.4 0.3 -3.7 -0.17
O -10.06501 -34.46328 -0.25597 1.5 0.9 3.7 -0.08
N -9.70077 -33.32568 1.76375 -0.7 -0.3 -0.4 -0.04
C -10.58753 -32.20068 1.49654 0.0 0.0 0.2 0.12
H -8.15188 -35.34181 2.33941 0.3 0.6 0.0 -0.31
H -7.56805 -35.50113 0.64280 -0.1 0.8 -0.1 0.04
H -8.97759 -36.26628 1.19905 0.0 -0.4 -0.1 0.02
H -9.42760 -33.48450 2.72305 0.3 0.2 -0.1 0.04
H -10.51497 -31.51531 2.34099 0.1 0.1 -0.2 0.02
H -11.64023 -32.46395 1.39344 0.0 -0.4 0.0 -0.02
H -10.29383 -31.69098 0.57892 0.1 0.0 0.1 0.02
C -5.22416 -26.29209 -3.49942 -0.4 -0.1 0.9 0.00
C -5.13401 -27.24513 -2.28987 -0.3 0.7 -2.9 0.00
O -4.63193 -28.34119 -2.51572 0.5 -0.6 0.8 0.00
N -5.63302 -26.88071 -1.12711 0.6 0.3 1.1 0.02
C -6.47902 -25.79764 -0.65671 -1.0 -0.5 -1.1 0.00
H -4.26247 -25.79101 -3.60973 0.0 0.1 -0.1 0.00
H -6.01883 -25.56054 -3.35308 0.1 0.1 -0.2 0.00
H -5.43380 -26.89348 -4.38400 0.1 0.1 0.1 0.00
H -5.39487 -27.56279 -0.42131 -0.2 -0.1 0.3 -0.01
H -7.49508 -26.15043 -0.83353 -0.5 -0.1 0.6 0.00
H -6.51082 -24.89401 -1.26542 1.0 0.1 0.3 0.00
H -6.30972 -25.62861 0.40672 0.1 0.3 -0.3 0.00
C -11.87606 -23.60048 0.45348 0.5 -1.6 2.0 0.00
C -12.52885 -23.83862 1.83376 0.1 0.8 -2.1 0.01
O -13.08674 -22.94858 2.39688 -1.2 2.7 1.5 0.00
N -12.53776 -25.03519 2.39790 1.3 -3.2 -1.3 -0.02
C -12.20446 -26.35017 1.69770 -0.8 0.4 1.9 0.02
H -11.62491 -22.55435 0.27844 -0.6 -0.2 -0.1 0.00
H -12.48043 -24.15736 -0.26258 0.2 0.5 -0.4 0.00
H -10.95319 -24.15292 0.63016 0.5 0.0 -0.9 0.00
H -13.12333 -25.07651 3.21979 0.1 -0.1 -0.1 0.00
H -13.11009 -26.93678 1.85207 -0.1 -0.2 -0.7 0.00
H -11.45780 -26.91729 2.25357 0.3 0.3 -0.1 0.00
H -11.90233 -26.32372 0.65075 -0.3 0.5 0.2 0.00
```
Positions in Å, forces in eV/Å.

The calculation puts the LUMO energy (spin up / spin down) at 0.066 / 0.065 hartree. The calculation puts the energy above the lowest of the compared OMol25 structures with the same formula, charge and spin at 76.2 kcal per mole. The calculation puts the molar mass at 1001.32 g mol⁻¹. The value obtained for the HOMO-LUMO gap (spin up / spin down) is 1.65 / 8.74 eV. The calculation puts the highest occupied orbital energy (spin up / spin down) at 0.157 / -6.972 eV. As for the net charge: -1. The spin multiplicity is 2. Its max |F| is 4.07 eV/A.